Molecular formula: C18H55N3O11
Method: DFT, ωB97M-V/def2-TZVPD

XYZ file:
```
87
Properties=species:S:1:pos:R:3:forces:R:3
C -3.671011 -0.413182 0.179759 0.89 -0.52 -0.60
O -3.642126 -0.626379 -1.233453 0.59 0.96 0.53
C -2.408983 -0.149654 -1.754693 0.54 -0.97 -0.37
C -2.584743 0.099941 -3.257372 -0.06 0.22 0.87
N -3.135439 -1.096317 -3.885619 0.08 -0.03 0.57
C -3.906081 -0.876495 -5.079573 -0.30 -0.04 -0.85
C -5.352778 -0.349015 -4.967326 1.12 0.12 -0.02
O -6.214702 -1.312513 -4.410458 0.24 -0.09 0.58
C -6.628079 -2.312519 -5.289215 -1.08 -0.36 -0.83
H -2.751663 -0.799248 0.648564 -0.19 -0.50 -0.09
H -4.529447 -0.989435 0.510576 -0.12 0.60 0.52
H -3.572869 0.653582 0.407314 -0.95 0.05 0.07
H -1.639803 -0.910329 -1.532193 -0.10 -0.26 -0.49
H -1.969349 0.693148 -1.209201 -0.80 0.51 -0.13
H -1.617326 0.392288 -3.672004 -0.01 -0.21 -0.16
H -3.237464 0.982200 -3.331752 -0.18 -0.05 -0.15
H -3.690344 -1.579077 -3.189882 -0.11 -0.08 -0.05
H -4.027472 -1.817608 -5.628284 0.45 -0.04 0.04
H -3.308084 -0.212656 -5.715567 -0.25 0.00 -0.12
H -5.682120 -0.071336 -5.976805 -0.12 0.10 0.04
H -5.339232 0.534750 -4.325459 -0.43 -0.08 0.06
H -5.878738 -2.898875 -5.831729 0.49 0.32 0.30
H -7.292557 -1.892420 -6.060430 0.10 0.09 -0.03
H -7.238938 -3.044051 -4.759143 0.12 0.17 0.33
C 1.933227 -5.935969 -5.865505 -0.01 0.05 0.02
O 1.351008 -4.680343 -5.621049 -0.06 -0.11 -0.03
C 1.952032 -3.971659 -4.554513 -0.33 0.22 0.12
C 0.943061 -2.903272 -4.115356 0.33 0.23 -0.77
N 1.145667 -1.702031 -4.924338 -0.17 0.24 -0.36
C 2.116503 -0.745166 -4.421250 -0.76 -0.34 0.66
C 1.755755 -0.107533 -3.076826 0.54 0.36 0.42
O 0.692694 0.812074 -3.204422 -0.54 0.41 -0.80
C 0.555062 1.656838 -2.069623 1.16 -2.08 0.44
H 1.370743 -6.411888 -6.666857 -0.02 0.04 0.00
H 1.868193 -6.565010 -4.969771 0.12 -0.07 -0.03
H 2.979432 -5.850989 -6.180490 0.04 0.00 0.06
H 2.858990 -3.474726 -4.908439 0.20 -0.05 0.02
H 2.223939 -4.656718 -3.744903 -0.10 -0.07 0.10
H 0.974791 -2.676733 -3.047755 0.09 -0.28 0.14
H -0.033502 -3.311575 -4.368559 -0.12 0.08 0.23
H 0.281222 -1.248976 -5.180444 -0.09 -0.04 0.18
H 2.248304 0.074089 -5.127255 0.05 -0.11 -0.19
H 3.059088 -1.286880 -4.321175 0.19 0.23 0.11
H 2.647551 0.413471 -2.695887 0.04 0.07 -0.07
H 1.477522 -0.816054 -2.287676 0.10 -0.30 -0.16
H 0.789866 0.996378 -1.220641 -0.18 0.34 0.40
H -0.472770 1.960203 -1.924227 0.05 0.65 -0.47
H 1.362086 2.389710 -2.077300 -0.46 0.65 -0.03
C 1.845833 0.831265 2.805251 -0.39 -0.57 0.34
O 3.127506 1.385513 2.649413 -0.03 -0.21 -0.37
C 3.561081 2.168763 3.745741 -0.44 0.51 -0.76
C 3.680003 1.457177 5.075152 0.64 -0.34 0.67
N 4.002154 2.447983 6.113194 -0.54 -0.27 -0.74
C 4.684161 1.957495 7.298525 -0.71 -0.22 0.24
C 3.988600 0.866781 8.146322 -0.13 0.56 -0.49
O 4.233249 -0.375358 7.523786 0.12 -0.94 -0.35
C 3.070763 -1.215024 7.374728 0.45 1.71 0.89
H 1.053662 1.569213 2.967648 0.23 0.24 0.31
H 1.866390 0.096242 3.613502 -0.32 0.11 0.18
H 1.491341 0.273975 1.937622 0.64 0.17 -0.37
H 2.894826 3.048086 3.825107 -0.12 -0.16 0.30
H 4.509351 2.593101 3.411831 0.15 -0.21 0.35
H 4.478561 0.709649 5.057027 -0.01 0.08 -0.20
H 2.779643 0.906908 5.375081 -0.08 0.01 -0.44
H 3.090962 2.835486 6.342083 0.36 0.37 0.47
H 4.859877 2.860328 7.886007 0.33 -0.26 0.30
H 5.612043 1.464604 7.004550 0.25 0.46 -0.08
H 2.906221 1.027764 8.234091 0.00 0.20 -0.05
H 4.402762 0.917736 9.157545 0.06 -0.32 0.08
H 2.709292 -1.400840 8.388449 -0.34 -0.46 -0.16
H 3.300335 -2.127845 6.841365 0.25 0.02 -0.04
H 2.344377 -0.596652 6.840411 -0.38 -0.48 -0.13
O -0.262765 4.129568 3.414492 0.06 0.20 -0.11
H -0.837649 4.654696 2.843482 0.02 -0.07 0.11
H 0.567748 4.620149 3.448338 -0.04 -0.15 -0.02
O -1.001539 1.766706 4.945788 0.47 0.30 0.08
H -0.371777 1.613661 5.657972 -0.11 -0.09 -0.04
H -0.579135 2.428631 4.374213 -0.18 0.04 0.29
O -1.341918 2.032519 1.485572 0.02 0.14 -0.08
H -1.068945 2.613405 0.758552 -0.02 -0.09 0.13
H -1.020056 2.476196 2.281683 0.03 -0.08 -0.25
O -2.907329 0.330105 3.579086 0.21 0.15 0.17
H -2.618970 0.539145 2.682752 0.02 0.05 0.08
H -2.266111 0.797515 4.155834 -0.42 -0.38 -0.42
O -1.051994 4.419985 -0.342424 -0.08 0.18 0.16
H -1.865018 4.845870 -0.043456 0.03 -0.10 -0.14
H -0.628637 5.067500 -0.918109 0.00 -0.14 0.02
```
Forces are in eV/Å.

Properties
ΔE to the lowest compared entry with this formula, charge and spin, kcal per mole: 52.99
Calculated total energy, hartree: -1710.5331
SMILES string: COCCNCCOC.COCCNCCOC.COCCNCCOC.O.O.O.O.O
HOMO energy, eV: -8.163
Spin multiplicity: 1
Kohn-Sham gap, eV: 7.80
Total charge: 0
Lowest unoccupied orbital energy, Ha: -0.0134